1.
Here is a cluster of 3 separate species, C22H52ClN3O8PS in total at a distorted geometry from the OMol25 dataset. Energies are from ωB97M-V/def2-TZVPD.

XYZ file:
```
88
Properties=species:S:1:pos:R:3:forces:R:3:mulliken_charge:R:1
H 0.5748 2.0565 1.9290 -0.10 -0.07 0.06 0.251
O 4.7990 5.7686 -0.5929 -0.11 -0.22 -0.18 -0.396
C -3.2670 -4.7749 1.7426 0.01 0.12 0.03 -0.586
O -3.7652 -4.5969 0.4261 0.01 0.00 0.01 -0.438
C -0.2895 6.6809 -1.2445 -0.14 -0.91 0.06 -0.575
C 3.6446 -3.5308 0.9055 -0.04 -0.09 -0.02 -0.805
P -1.1699 7.2401 -2.8003 0.24 0.41 0.01 0.180
N 0.3511 5.3777 -1.4358 -0.11 0.24 0.72 -0.055
N -0.4495 6.3144 1.1405 -0.47 -1.04 0.36 0.209
H 1.0511 -3.5111 1.8300 -0.02 0.12 0.07 0.421
H 1.1772 -2.4349 -3.9480 -0.08 0.10 -0.03 0.440
H -2.0096 5.7985 -0.2269 -0.03 -0.12 0.14 0.434
H -4.5337 -5.4458 -1.2169 0.01 0.02 0.00 0.382
H 2.2199 6.7173 -0.2925 0.12 0.09 0.21 0.245
H -7.1883 -5.3828 2.5760 -0.05 0.00 -0.04 0.322
C 3.5626 5.3017 -1.0894 0.26 0.38 -0.08 -0.668
N 1.2636 1.6158 1.3337 0.14 0.33 -0.51 -0.579
H 0.3148 2.9496 -0.6065 -0.02 -0.14 -0.07 0.841
H -7.8481 -6.8542 1.8050 -0.03 0.04 0.02 0.319
H -0.4238 -2.2490 -3.1771 0.01 0.04 -0.01 0.353
H 1.4291 -0.7578 -2.3319 -0.02 0.01 0.01 0.363
H -0.3932 -7.6645 2.1564 0.04 0.01 -0.03 0.322
O 0.3813 -1.5338 -0.8067 0.08 0.09 0.02 -0.438
O -2.3030 -6.9844 1.7102 -0.06 0.02 -0.22 -0.309
H 5.5329 3.8179 -0.4658 -0.19 -0.05 -0.07 0.295
H -3.0142 -3.7685 2.0857 -0.01 0.01 -0.01 0.474
H -2.6801 5.9363 -3.5568 -0.49 -0.24 -0.12 0.341
O -5.7970 -6.5886 1.6241 0.07 0.19 0.09 -0.256
H 5.4387 5.7095 1.9471 0.16 0.03 0.07 0.278
H 2.4174 3.3212 1.3823 0.18 0.09 -0.06 0.182
C 1.2370 -1.7527 -1.9212 0.00 0.14 -0.05 -0.335
S -2.1795 8.1511 0.1708 -0.40 -0.28 0.23 -0.067
H -0.0003 -4.6660 -4.5215 -0.04 0.01 -0.01 0.333
H 3.9851 -2.4893 0.9543 0.00 0.00 0.07 0.314
H -0.6394 -2.3460 0.7154 -0.01 0.02 -0.01 0.227
H -6.3420 -4.9498 0.4837 0.00 0.02 -0.04 0.338
O -2.2169 5.9828 -2.7163 0.17 -0.11 -0.12 -0.502
H 0.4419 7.4440 -0.9728 0.17 0.07 -0.24 0.525
C 2.4376 5.6587 -0.1158 -0.37 0.30 -0.46 -0.789
H -6.8784 -6.9792 3.2891 0.00 -0.03 -0.01 0.235
H 6.6538 5.1279 -0.1732 0.01 0.02 -0.10 0.331
H 1.7845 -1.9550 1.3467 -0.04 0.02 0.03 0.344
C 0.6097 -2.5824 -3.0176 0.13 -0.20 -0.03 -0.705
C 0.1989 -2.6345 0.0770 -0.18 0.05 0.13 -0.305
H -3.8517 -6.6144 -0.0829 -0.05 -0.04 0.11 0.220
H -4.0337 -5.1729 2.4102 0.03 -0.12 -0.03 0.216
C 1.1157 4.8903 -0.2788 0.10 -0.18 0.56 1.174
H -0.7440 -7.4356 0.4196 0.05 0.02 0.03 0.251
H -0.1885 -5.7482 -3.1254 0.03 0.00 0.00 0.234
H 0.1886 7.0886 1.3225 0.01 0.12 -0.13 0.502
H -0.0978 -3.5309 -0.4690 0.14 -0.05 -0.01 0.247
H -1.4770 -8.7883 1.3082 -0.02 0.00 0.02 0.254
Cl 0.2154 6.5916 -4.1673 -0.03 0.06 0.02 -0.226
C 1.3141 3.3815 -0.5036 0.03 0.29 0.07 -1.410
H 3.6140 -3.9478 1.9186 0.03 0.04 0.02 0.312
H 3.6114 4.2373 -1.3181 0.03 -0.12 0.15 0.420
C -1.2861 6.5942 -0.0815 0.64 1.56 -0.40 -0.523
H 6.2045 4.0934 1.9781 0.13 0.06 0.04 0.403
H -1.5100 -5.4268 2.7791 0.06 0.12 -0.06 0.473
C -4.4433 -5.7002 -0.1588 0.01 0.03 -0.13 -0.418
H -1.3296 -5.3037 1.0044 0.01 0.04 0.02 -0.033
H 3.4115 5.8257 -2.0330 -0.18 -0.10 -0.09 0.215
H 0.7660 1.0714 0.6363 -0.06 -0.35 0.22 0.229
C -6.9942 -6.4387 2.3523 0.04 -0.09 -0.02 -0.772
C -2.0076 -5.6064 1.8141 0.02 -0.19 0.13 -0.092
H 4.3518 -4.1029 0.3093 -0.01 -0.03 0.00 0.244
C 2.0553 2.6306 0.6205 -0.24 -0.27 0.36 -0.637
H 2.1936 -2.1762 -1.6102 -0.05 -0.14 -0.01 0.226
C -5.8388 -5.9191 0.3775 -0.01 -0.21 0.09 -0.595
O 0.6343 -3.9535 -2.6773 -0.14 0.03 0.12 -0.239
O 2.3866 -3.6212 0.2761 0.05 0.19 -0.11 -0.241
H 2.8124 5.6008 0.9037 0.06 -0.24 0.05 0.360
H 2.9314 2.1259 0.2187 0.08 0.05 -0.07 0.268
H -0.4005 4.1870 1.1064 -0.36 0.24 0.07 0.385
C 1.3839 -2.9068 0.9738 0.07 -0.23 -0.06 -0.542
C -1.1650 -7.7490 1.3824 -0.04 -0.03 0.07 -0.713
H 1.8077 3.2595 -1.4652 -0.02 -0.06 -0.05 0.590
H 0.9738 4.9616 1.9006 -0.08 0.03 0.18 0.428
H 4.4772 4.2410 1.7523 0.00 0.01 0.08 0.109
C -0.2604 -4.7151 -3.4579 0.07 -0.02 0.00 -0.778
H -1.1324 8.9606 -0.0312 0.13 0.00 -0.08 0.182
C 5.4363 4.7102 1.5178 -0.53 -0.28 -0.17 -0.935
H -1.2920 -4.3706 -3.3215 0.00 0.01 -0.05 0.310
H -0.4050 4.7115 -1.5705 0.07 -0.07 -0.53 0.461
H -6.4039 -6.5344 -0.3366 -0.05 0.10 -0.06 0.433
C 0.3031 5.0158 1.0489 0.54 -0.25 -0.58 -1.698
C 5.6327 4.7936 0.0139 0.61 0.34 0.31 -0.227
H -1.0782 6.2532 1.9430 0.04 0.23 0.12 0.445
```
Positions in Å, forces in eV/Å.

As for the total energy: -77145.0300 eV. Its LUMO energy is -3.15 eV. As for the total charge: +1.

2.
Here is a structure of composition C20H15Cl2IN3O5PtS at a distorted geometry from the OMol25 dataset. Energies are from ωB97M-V/def2-TZVPD.

XYZ file:
```
48
Properties=species:S:1:pos:R:3:forces:R:3:mulliken_charge:R:1
C 0.0261 6.7766 -0.7406 -0.02 -0.03 -0.02 -0.314
C 0.6356 -2.2786 0.3758 -0.17 0.68 0.06 -1.308
H -0.2169 4.7433 1.9585 0.01 -0.03 0.00 0.454
O -0.2481 1.7850 -0.6115 0.09 -0.38 0.98 -1.167
C -0.2105 2.6452 0.3591 -0.07 -0.08 0.17 1.003
C 4.2816 0.1666 0.2594 -0.21 -0.01 -0.35 0.389
I -0.9090 -3.7471 0.1257 0.00 -0.22 0.01 -0.097
O -0.1765 2.3598 1.5561 0.10 0.06 -0.20 -0.692
H 6.4763 0.1309 -2.2681 0.00 0.05 -0.01 0.372
C -2.8857 -0.8360 -0.6331 0.16 -0.17 -0.57 0.455
C 3.0862 0.1235 -0.4768 0.36 0.11 -0.03 0.626
H 1.3758 -2.5140 -0.3904 -0.08 -0.14 0.00 0.462
Pt 0.0738 -0.3140 0.1790 -0.22 -0.10 -1.82 1.983
N 2.0326 0.0678 0.3959 0.01 -0.12 1.86 -0.004
H 4.5103 0.1759 2.3799 0.03 -0.02 -0.01 0.204
C 3.1029 0.1444 -1.8663 0.15 -0.02 -0.17 -0.607
O -1.9822 -0.6222 0.2334 0.22 0.05 0.09 -0.903
H -0.0497 7.1641 1.3749 0.01 0.01 0.00 0.381
H 4.3960 0.1815 -3.5655 -0.03 -0.01 0.00 0.419
C 1.7260 -0.0146 2.8200 -0.59 -0.05 1.49 -0.361
C 2.5370 0.0869 1.6390 0.62 0.03 -1.97 0.322
O -4.0881 -0.8877 -0.4410 0.12 -0.02 0.11 -0.688
C -0.1157 4.4650 -1.4069 -0.05 -0.09 0.03 0.195
H 2.9922 0.4536 4.5838 0.06 -0.04 0.00 0.369
N 0.4089 -0.3138 2.6237 -0.09 -0.07 0.66 0.071
C -0.1584 5.0698 0.9290 0.00 0.06 -0.17 -0.418
C -0.1772 4.0883 -0.0567 0.03 -0.02 0.00 0.166
H 6.4382 0.1495 0.2097 0.03 0.04 -0.02 0.398
H -1.3390 -0.5387 3.7306 -0.03 -0.02 0.00 0.499
H 0.1255 7.8213 -1.0106 -0.03 0.01 -0.01 0.356
C 2.0524 0.1586 4.1471 -0.23 0.20 -0.34 -0.368
Cl -3.5557 -0.4221 -3.2716 -0.10 0.06 -0.17 -0.197
C 4.3414 0.1658 -2.4852 -0.32 -0.04 -0.06 -0.675
C -2.4410 -1.1787 -2.1189 -0.21 0.18 0.55 -0.037
C -0.0083 5.8185 -1.7351 0.04 0.00 -0.09 -0.611
H 2.1810 0.1432 -2.4310 -0.06 -0.01 0.06 0.335
C -0.2791 -0.3355 3.6965 0.23 0.13 0.42 -0.421
N 3.9036 0.1600 1.5806 -0.46 -0.02 0.50 0.017
C 5.5191 0.1633 -0.3616 0.23 0.01 -0.19 -1.127
Cl -0.7764 -0.7373 -2.5138 -0.24 -0.25 -0.96 -0.074
H 1.0532 -2.5089 1.3568 0.00 -0.04 -0.01 0.419
O -0.1536 3.5606 -2.3981 0.08 0.27 -0.17 -0.708
H 0.0542 6.0899 -2.7813 -0.01 0.00 -0.01 0.415
S 0.6453 0.0070 5.1269 0.39 -0.01 -0.28 -0.220
H -2.5367 -2.2523 -2.2510 0.08 0.03 0.04 0.288
C -0.0629 6.4097 0.5983 0.02 0.08 0.13 -0.598
H -0.2150 2.6730 -1.9550 -0.04 -0.07 0.08 0.420
C 5.5273 0.1546 -1.7490 0.19 0.01 0.39 -0.423
```
Positions in Å, forces in eV/Å.

As for the total energy: -82922.1780 eV. Its LUMO energy is 1.84 eV. The calculation puts the relative energy (zero: lowest compared OMol25 entry of this formula, charge and spin) at 32.0 kcal per mole. As for the total charge: -1.

3.
Here is a structure of composition C49H44BrFN11O8S3SeY at a distorted geometry from the OMol25 dataset. Energies are from ωB97M-V/def2-TZVPD.

XYZ file:
```
119
Properties=species:S:1:pos:R:3:forces:R:3:mulliken_charge:R:1
H 1.9802 6.1807 6.0324 0.03 0.01 0.01 0.413
C -1.4442 -5.4719 0.2542 -0.01 -0.03 -0.06 -1.230
C 3.0495 1.2038 -2.9412 -0.05 0.16 0.07 -0.638
C -4.3224 -6.3582 4.0050 -0.02 0.15 0.19 0.508
C 1.2955 2.9499 -5.5719 -0.01 0.01 -0.08 -0.942
O 0.4771 0.8012 0.1935 -0.13 0.39 -0.08 0.381
Se 3.3841 0.7298 -1.1876 0.13 -0.01 -0.27 -0.399
C -3.1862 -6.0554 2.0434 0.33 0.40 -0.02 0.296
H 0.2987 -0.7075 -5.4399 0.00 0.00 -0.01 0.845
C 2.1263 5.2891 5.4095 -0.05 0.01 -0.03 -0.961
F 2.8353 3.5243 3.4782 -0.02 0.01 -0.08 -0.417
Br -3.4016 0.6780 -8.4821 -0.04 0.00 -0.06 -0.204
H 0.8072 3.2327 -7.6303 -0.01 0.00 -0.03 0.433
C -0.6089 -0.1263 -5.5437 0.01 0.00 -0.10 0.225
H 2.0635 4.5778 8.0230 0.02 -0.06 -0.03 0.373
C -0.1136 2.4882 1.6669 -0.08 -0.19 -0.09 0.291
H -0.0958 5.1537 6.9147 0.01 0.00 0.01 0.360
N -0.6517 -3.2206 0.0687 -0.15 0.01 -0.30 0.333
H 4.7894 -0.6868 -3.1123 0.01 -0.01 -0.01 0.198
C -3.7820 3.2515 4.1190 -0.06 -0.01 0.02 -0.395
C 1.2240 2.6568 2.0205 -0.03 -0.04 0.00 -0.389
C -2.2900 -3.7949 1.7187 0.08 0.05 0.00 -0.897
C -3.7512 -7.1875 1.4890 -0.05 -0.10 -0.01 -0.886
H 1.0720 2.3691 6.3441 -0.03 0.00 -0.01 0.402
H 4.3296 0.6526 1.9619 -0.02 -0.05 0.00 0.020
N 3.4335 -2.3836 0.4023 -0.68 0.19 -0.27 -1.442
N 0.8163 4.7754 5.0709 -0.15 -0.02 -0.02 0.124
H -4.7518 1.8022 2.7607 -0.01 -0.01 0.01 0.377
O -0.3790 1.6505 -2.4456 -0.10 0.28 0.05 -0.745
C 1.8502 -4.0819 -5.0829 0.07 0.00 0.03 -0.628
C 2.9301 -1.8739 1.4923 0.11 0.13 0.18 0.155
C -0.2543 0.6850 -3.1972 0.22 -0.17 -0.16 -0.071
C 2.3093 1.7148 -7.4029 -0.06 0.04 0.04 -0.690
C -3.5106 3.6354 2.6931 0.07 -0.03 -0.05 -0.312
C -2.2059 1.3924 -4.5849 -0.04 0.00 -0.02 -0.508
O 0.5575 -0.3016 -2.9850 -0.44 0.42 -0.34 0.883
C 2.0879 2.2063 -4.7155 -0.07 0.05 0.28 0.477
O -3.3129 0.7718 -1.4118 -0.14 -0.10 -0.03 -0.752
H 3.7031 -4.2123 -3.9796 0.00 0.01 -0.01 0.555
H 2.7611 3.0974 7.8814 -0.03 0.03 -0.06 0.351
H 5.2914 -0.4443 0.9343 -0.05 -0.02 0.07 0.183
C 4.5089 -0.4328 -4.1325 -0.11 0.05 0.07 -0.994
C -0.6526 -4.4951 -0.3300 0.04 -0.01 0.15 -0.389
H -3.5886 -7.4902 0.4649 0.04 -0.02 0.01 0.355
C -4.7346 2.8476 3.0336 -0.02 -0.01 0.02 -1.010
H -2.9164 -3.5003 2.5504 -0.01 0.01 -0.02 0.481
C -1.3031 -0.1175 -6.7455 0.03 0.02 0.09 -1.199
H 4.0544 -1.2974 -4.6184 0.01 -0.03 0.00 0.323
N 0.8383 -2.9634 -2.7651 -0.08 0.16 0.05 1.026
N -4.9000 -7.5124 3.5712 0.14 -0.05 -0.26 -0.625
C -1.1169 3.1598 2.3650 -0.20 0.04 0.05 -0.831
H 2.6650 5.6042 4.5208 -0.03 0.00 -0.01 0.472
N 2.5094 -2.4450 -0.6484 0.75 -0.45 0.50 1.079
H -3.8304 1.9718 -5.8680 -0.01 0.00 -0.01 0.437
H -5.0690 -8.8074 1.9993 -0.01 -0.02 0.00 0.414
H -2.5512 1.9534 -3.7267 0.01 0.00 0.00 0.425
H -5.6853 3.3535 2.9579 0.00 0.01 0.00 0.271
H 3.9152 4.7236 6.5383 -0.01 0.04 -0.03 0.333
S -5.1239 -3.8542 5.1935 -0.05 -0.21 0.12 0.627
H 2.3769 1.5339 -8.4668 -0.01 0.01 -0.02 0.404
C 4.9937 -0.2133 1.9574 0.19 0.03 -0.08 -0.499
S 4.2154 -1.6412 2.7383 -0.09 -0.01 0.11 -0.171
C 0.0615 -3.1293 -3.8300 0.02 -0.04 0.04 -0.577
O -5.7070 -3.7288 3.8721 0.09 0.10 -0.07 -0.495
C -2.2848 -5.1216 1.3013 -0.20 -0.08 0.16 1.381
S 1.3516 -1.3704 1.8832 0.43 -0.14 -0.22 -0.099
C -4.5966 -7.8911 2.3440 -0.08 -0.04 0.09 -0.152
H 3.2013 3.4059 5.5768 0.03 0.03 -0.02 0.474
C -0.7690 3.9818 3.4436 -0.01 -0.04 -0.03 -0.966
H -0.8644 3.8942 5.9585 -0.01 0.04 0.00 0.331
C 0.5238 -3.6897 -5.0118 -0.05 0.01 0.03 -0.613
C 0.5462 4.0802 3.8588 0.21 0.02 0.09 -0.522
H 1.9864 2.1160 1.4712 0.00 -0.01 0.00 0.406
H -3.7704 2.0831 0.6722 0.01 -0.01 -0.02 0.837
N -3.4239 -5.6533 3.2811 -0.18 -0.32 -0.21 -0.482
H 3.7791 0.2128 -6.9019 0.00 -0.01 -0.01 0.474
H -0.9565 -0.6884 -7.5955 0.01 -0.01 -0.01 0.487
H -1.5327 4.5192 3.9854 0.01 0.01 -0.01 1.059
C 1.5298 3.4324 3.0954 0.03 0.02 0.08 0.711
H -1.3842 -6.4944 -0.0955 0.00 0.01 -0.01 0.426
C -2.9200 1.3970 -5.7735 0.03 -0.01 0.01 -0.780
C -2.7273 2.1366 0.9537 -0.10 0.00 0.10 -0.757
H 2.2475 -4.5231 -5.9877 -0.01 0.00 -0.01 0.430
H 0.3761 2.8992 7.8961 -0.04 0.00 -0.03 0.415
N 3.5483 0.6479 -4.0691 0.17 -0.09 -0.07 0.408
H -0.1495 -3.8056 -5.8490 0.00 -0.02 -0.02 0.463
C -2.4521 0.6500 -6.8440 0.04 0.01 0.08 0.006
H -1.4635 -1.8595 1.3869 -0.02 -0.02 -0.01 0.470
O -4.6486 -5.9012 5.1501 -0.13 0.04 0.22 -0.717
H -3.1681 2.4664 4.5400 0.00 -0.02 -0.01 0.244
C -1.4723 -2.8977 1.0783 0.07 0.13 -0.03 -0.490
C 3.0961 0.9681 -6.5375 -0.01 0.04 -0.04 -0.609
H 5.3893 -0.1185 -4.6929 0.01 0.00 0.00 0.385
H 5.8868 0.0162 2.5384 -0.01 0.03 0.02 0.390
H -0.9657 -2.7992 -3.7298 0.00 0.04 -0.01 0.531
N 2.2146 3.7978 7.3775 -0.04 0.04 -0.02 -0.117
H -3.6426 4.6740 2.4136 0.04 0.01 0.00 0.387
C 0.8698 3.2289 6.9833 0.22 -0.04 0.10 -0.780
C 2.1167 -3.3380 -2.8365 0.34 -0.05 0.54 1.121
N 2.2120 2.1910 -3.3311 -0.05 0.01 0.13 0.181
H 3.9265 -3.5965 -1.5523 -0.03 0.01 -0.10 0.340
C 1.4200 2.6856 -6.9277 0.06 -0.09 0.02 -0.633
C 0.0987 4.3087 6.2430 -0.02 0.04 -0.04 -0.650
H 1.5069 2.5255 -2.6813 0.03 0.00 -0.10 0.369
C 2.9403 -3.1393 -1.6217 -0.08 -0.24 -0.50 -1.128
C -0.4440 1.4866 0.6536 -0.11 0.02 0.02 1.672
C -2.3269 0.4483 -0.7804 0.26 -0.42 -0.10 0.094
N -2.4394 2.9627 1.9946 0.10 0.08 -0.04 0.355
H -4.0755 4.0339 4.8054 0.00 0.01 0.01 0.276
C 2.6651 -3.9075 -3.9736 -0.05 -0.10 -0.21 -0.761
Y 0.4610 -1.1499 -0.9259 0.24 -0.57 0.52 -0.397
O -1.6421 -0.6486 -0.9008 -0.55 0.50 -0.11 -0.725
C -1.8238 1.3675 0.2990 0.09 0.34 0.16 -0.010
H 0.0268 -4.7491 -1.1347 -0.03 0.02 -0.01 0.435
H 0.5934 3.6833 -5.2005 -0.01 0.00 0.02 0.441
C -1.0462 0.6368 -4.4693 0.02 -0.07 -0.05 0.124
C 2.9595 1.2350 -5.1858 0.11 -0.18 0.04 0.813
O -3.8400 -3.2023 5.3595 0.03 0.08 -0.06 -0.474
C 2.9866 4.2890 6.1714 -0.01 -0.15 0.20 -0.608
```
Positions in Å, forces in eV/Å.

As for the total energy: -255957.9777 eV. Its LUMO energy is -1.76 eV. The calculation puts the relative energy (zero: lowest compared OMol25 entry of this formula, charge and spin) at 84.4 kcal per mole.